144
Properties=species:S:1:pos:R:3:forces:R:3:lowdin_spin:R:1 method="wB97M-V/def2-TZVPD" spin_multiplicity=6 mol_weight_g_mol=869.9 gap_ha="0.3073 / 0.2800" e_tot_ev=-115924.343 homo_energy_ev="-8.37 / -8.39"
Fe -12.6631 13.2440 15.5595 -0.1 0.4 -0.4 4.23
P -11.7147 13.3603 17.7106 -1.1 0.3 -1.9 0.02
O -11.0810 13.3852 19.0728 -0.7 0.0 -1.5 0.01
O -11.8804 12.0077 16.8886 0.8 -2.1 2.2 0.13
O -11.1499 14.1373 16.4859 2.3 1.1 -0.2 0.16
O -13.1952 13.8391 17.3343 -0.9 0.6 2.5 0.18
C -7.7843 9.3192 16.5472 0.4 -0.3 0.4 0.00
C -8.9545 10.0293 17.1915 -0.4 0.1 -0.2 0.00
O -9.7915 10.5040 16.1483 -0.3 0.2 -0.6 0.00
H -8.0407 8.2609 16.4966 0.3 0.0 -0.5 0.00
H -6.8664 9.4082 17.1335 -0.2 -0.1 0.2 0.00
H -7.5249 9.7348 15.5744 -0.3 -0.1 -0.1 0.00
H -8.6246 10.8438 17.8453 -0.1 0.0 0.0 0.00
H -9.5426 9.3014 17.7609 0.2 0.1 0.4 0.00
H -10.6134 10.9291 16.4873 0.5 0.0 0.4 0.00
C -13.3218 7.7233 18.5548 0.4 1.0 -0.5 0.00
C -12.8120 9.1068 18.9993 -1.2 -0.9 0.3 0.00
O -13.3961 10.0780 18.1512 0.3 0.2 -0.3 0.00
H -14.3885 7.8121 18.3493 -0.1 -0.2 0.1 0.00
H -13.1328 6.9609 19.3068 0.0 -0.1 -0.1 0.00
H -12.8161 7.5011 17.6126 -0.1 -0.4 0.0 0.00
H -11.7220 9.1085 18.9883 0.1 0.3 0.1 0.00
H -13.2148 9.2496 20.0041 0.5 0.3 0.3 0.00
H -12.7919 10.8358 18.0260 -0.1 -0.3 -0.1 0.00
C -11.4921 12.1039 23.1267 0.0 1.1 0.5 0.00
C -11.6433 11.5508 21.7317 0.3 0.0 -0.1 0.00
O -12.5362 12.3371 20.9597 0.5 0.2 -0.4 0.00
H -11.1007 13.1284 23.0841 -0.2 0.1 -0.2 0.00
H -10.7846 11.6278 23.8078 -0.1 -0.7 -0.3 0.00
H -12.4720 12.1698 23.6039 0.1 -0.1 0.1 0.00
H -12.0165 10.5249 21.7741 0.1 -0.1 -0.1 0.00
H -10.6661 11.5669 21.2337 0.0 -0.4 0.0 0.00
H -11.9793 12.7322 20.2304 -0.8 -0.3 0.8 0.00
C -9.4338 17.2960 21.4842 -0.2 -0.2 -0.1 0.00
C -10.0047 15.9171 21.1968 -0.8 0.4 -0.7 0.00
O -9.6552 15.4745 19.8833 0.3 -0.2 0.5 0.00
H -9.8377 17.6644 22.4287 0.0 0.0 0.0 0.00
H -9.7459 17.9710 20.6864 0.1 0.1 0.0 0.00
H -8.3466 17.3178 21.5639 0.0 -0.2 -0.1 0.00
H -11.0970 15.9868 21.1345 -0.1 0.2 0.7 0.00
H -9.7695 15.2130 22.0014 0.3 -0.2 -0.2 0.00
H -10.2910 14.7560 19.6581 0.6 0.3 -0.1 0.00
C -15.7669 14.8343 21.6456 -0.3 0.5 -0.7 0.00
C -15.4584 15.0462 20.1718 -0.8 1.0 -0.1 0.00
C -14.4989 16.2425 19.9419 0.8 -1.8 0.2 0.00
O -14.5782 17.2092 20.9541 -0.1 0.4 -0.7 0.00
C -13.4891 18.1047 20.9181 0.6 -0.5 1.2 0.00
N -15.0529 13.7854 19.5616 0.8 0.6 -0.4 0.00
H -14.8817 14.4990 22.1868 -0.2 -0.5 0.0 0.00
H -16.6185 14.1563 21.5809 0.3 -0.4 0.9 0.00
H -16.0753 15.7663 22.1153 -0.1 0.0 0.0 0.00
H -16.3982 15.3126 19.6671 -0.1 0.1 0.2 0.00
H -14.6296 16.6524 18.9328 0.0 0.2 0.0 0.00
H -13.5155 15.7413 19.9817 0.3 0.4 -0.1 0.00
H -13.6899 18.8203 21.7143 -0.1 0.5 -0.4 0.00
H -13.2160 18.5379 19.9536 -0.7 0.2 -0.2 0.00
H -12.5637 17.6109 21.2505 -0.1 -0.3 -0.1 0.00
H -14.2689 13.4129 20.0979 -0.2 -0.2 0.2 0.00
H -14.6006 14.0093 18.6658 -0.4 -0.3 0.2 0.00
C -7.3269 11.7456 22.8063 1.1 0.8 0.2 0.00
C -7.3917 13.2069 22.3386 1.0 -0.8 -0.8 0.00
C -5.9819 13.8559 22.2680 -1.3 0.2 0.1 0.00
O -5.4508 14.0607 23.5620 0.2 0.2 -0.6 0.00
C -4.8779 15.3435 23.7536 -0.5 -0.1 0.4 0.00
N -7.9540 13.2276 20.9875 -0.6 -0.4 -0.2 0.00
H -6.8542 11.7555 23.7939 -0.8 -0.1 0.4 0.00
H -6.5928 11.1530 22.2560 -0.4 0.0 -0.7 0.00
H -8.3371 11.3499 22.7509 0.1 -0.5 0.3 0.00
H -8.0803 13.6815 23.0468 0.5 0.6 0.2 0.00
H -6.1365 14.7950 21.7241 0.2 0.3 0.2 0.00
H -5.2803 13.2770 21.6609 -0.2 -0.3 0.0 0.00
H -4.4619 15.8347 22.8691 0.2 -0.5 -0.2 0.00
H -4.1048 15.1813 24.5031 0.0 0.5 0.1 0.00
H -5.6688 16.0261 24.0885 0.2 0.0 0.4 0.00
H -8.9611 13.1459 21.0909 0.0 -0.3 -0.3 0.00
H -7.8688 14.0784 20.4403 0.3 0.3 0.4 0.00
C -9.7962 13.5290 13.4341 0.6 -0.7 0.1 0.00
C -10.9366 12.6063 13.0399 0.2 1.0 -0.6 0.01
C -10.4912 11.4043 12.2085 0.1 0.2 0.1 0.00
O -11.6510 10.6954 11.8100 0.2 -0.1 -0.1 0.00
C -11.3125 9.5405 11.0471 -0.3 0.4 0.0 0.00
N -11.6295 12.0504 14.2547 1.3 -0.7 -2.4 0.07
H -9.0227 12.8839 13.8663 0.0 0.4 0.6 0.00
H -10.1577 14.2930 14.1207 0.3 -0.2 0.3 0.00
H -9.2738 14.0385 12.6232 -0.5 -0.1 -0.4 0.00
H -11.6358 13.2365 12.4814 -0.3 -0.5 -0.1 0.00
H -9.8549 10.7626 12.8349 -0.1 -0.1 0.2 0.00
H -9.8491 11.6650 11.3603 -0.3 0.3 -0.2 0.00
H -10.4982 9.0082 11.5399 0.0 -0.2 -0.2 0.00
H -11.0546 9.8353 10.0269 0.4 0.0 0.0 0.00
H -12.1924 8.9058 10.9599 0.0 0.0 0.3 0.00
H -10.8485 11.5450 14.6879 -0.3 0.0 0.6 0.00
H -12.1375 11.3232 13.7385 -0.6 -0.1 0.8 0.00
C -7.1790 17.2229 17.0192 1.9 0.1 -0.5 0.00
C -7.9912 16.0888 16.4139 0.8 0.8 0.4 0.00
C -7.4558 14.7258 16.8660 -0.8 0.4 1.7 0.00
O -6.2131 14.3656 16.3195 -0.1 -0.1 -0.7 0.00
C -5.8429 13.0629 16.7216 -0.8 -0.2 0.5 0.00
N -9.3768 16.3113 16.8171 -0.2 -1.9 -0.3 0.00
H -7.2524 17.3479 18.1005 -0.7 0.0 0.0 0.00
H -7.3195 18.1489 16.4598 -0.6 0.2 0.4 0.00
H -6.0984 17.0642 16.8807 -0.1 -0.4 -0.1 0.00
H -7.8826 16.2149 15.3306 -0.2 -0.3 -0.1 0.00
H -8.2299 13.9419 16.8806 0.1 -0.2 -1.3 0.00
H -7.4340 14.8079 17.9705 0.8 0.3 0.1 0.00
H -5.0924 12.5788 16.0987 0.3 0.7 -0.1 0.00
H -6.7214 12.4084 16.6459 0.0 -0.1 0.2 0.00
H -5.5292 13.1140 17.7691 0.1 -0.4 0.0 0.00
H -9.4229 16.2479 17.8380 0.2 0.4 0.0 0.00
H -9.8090 15.3958 16.5868 -0.5 1.0 -0.1 0.00
C -15.6980 10.1035 15.6191 -1.1 -0.4 0.4 0.00
C -14.7612 11.0334 14.8761 0.0 -0.1 0.8 0.01
C -15.3397 11.4741 13.5454 1.0 -0.3 -0.3 0.00
O -14.3850 12.2670 12.8723 1.0 0.2 0.5 0.00
C -14.7343 12.7030 11.5840 -0.4 0.1 0.1 0.00
N -14.4803 12.2132 15.7686 -1.4 -1.2 -0.6 0.07
H -16.1124 9.2979 15.0085 0.1 0.1 -0.2 0.00
H -16.5483 10.6488 16.0462 -0.1 0.1 -0.3 0.00
H -15.2586 9.6153 16.4906 0.5 0.2 -0.2 0.00
H -13.8204 10.4839 14.8074 0.1 0.2 -0.6 0.00
H -16.2539 12.0593 13.7028 -0.3 -0.3 -0.1 0.00
H -15.4815 10.5787 12.9324 -0.6 0.0 0.1 0.00
H -13.9368 13.3402 11.1994 0.0 0.1 0.2 0.00
H -15.6671 13.2708 11.7011 0.0 0.0 -0.7 0.00
H -14.8241 11.8893 10.8556 -0.3 -0.1 0.2 0.00
H -14.5312 11.7832 16.6965 0.7 0.5 0.3 0.00
H -15.3411 12.7651 15.7567 0.2 0.3 0.0 0.00
C -13.4032 16.8957 15.4942 1.9 0.4 0.3 0.00
C -14.0883 15.7083 14.8301 0.4 1.7 1.1 0.01
C -15.0982 16.2387 13.8133 -1.0 -1.6 0.1 0.00
O -14.4882 16.4811 12.5556 -0.3 0.3 0.4 0.00
C -15.0948 17.5626 11.8866 0.3 1.6 0.1 0.00
N -13.1402 14.7305 14.1758 -1.4 2.1 -1.2 0.06
H -13.9627 17.3614 16.3051 -0.4 -0.2 -0.2 0.00
H -13.0733 17.7075 14.8371 -0.4 -0.2 -0.5 0.00
H -12.4496 16.6177 15.9616 -0.2 -0.4 0.1 0.00
H -14.5483 15.2141 15.6898 -0.5 -0.3 -0.5 0.00
H -15.6820 17.0654 14.2196 0.5 0.4 -0.1 0.00
H -15.8606 15.4572 13.6610 0.0 -0.1 -0.2 0.00
H -14.6231 17.7224 10.9201 0.0 -0.4 -0.1 0.00
H -14.9199 18.4950 12.4412 0.2 -0.1 0.1 0.00
H -16.1834 17.5722 11.7785 0.0 -0.9 -0.1 0.00
H -12.4693 15.3341 13.6895 0.5 -0.3 0.6 0.00
H -13.7504 14.5706 13.3708 0.5 -1.5 -0.1 0.00